{
  "formula": "C28H30BrIN4ORhS2",
  "method": "ωB97M-V/def2-TZVPD",
  "symbols": ["Rh", "C", "C", "N", "N", "C", "S", "S", "C", "C", "C", "C", "C", "C", "C", "C", "C", "C", "C", "C", "C", "O", "H", "H", "H", "H", "H", "H", "H", "H", "H", "H", "H", "H", "H", "H", "C", "C", "N", "C", "C", "N", "C", "C", "H", "H", "H", "H", "H", "H", "H", "H", "H", "H", "H", "H", "Br", "C", "C", "C", "C", "C", "C", "I", "H", "H", "H", "H"],
  "xyz": [[0.04, 0.01, 0.46], [-1.15, 3.66, -2.11], [-1.26, 2.55, -1.11], [-0.20, 2.01, -0.62], [0.97, 2.64, -1.01], [2.04, 1.93, -0.99], [2.16, 0.26, -0.55], [3.48, 2.73, -1.63], [4.55, 2.72, -0.15], [4.22, 3.82, 0.81], [3.32, 3.58, 1.85], [2.98, 4.59, 2.74], [3.53, 5.86, 2.59], [4.43, 6.10, 1.56], [4.77, 5.09, 0.68], [-2.59, 2.14, -0.64], [-3.63, 3.06, -0.70], [-4.92, 2.76, -0.29], [-5.25, 1.47, 0.17], [-4.28, 0.52, 0.22], [-2.92, 0.81, -0.15], [-2.08, -0.13, -0.06], [-0.42, 3.40, -2.87], [-0.79, 4.58, -1.64], [-2.10, 3.86, -2.60], [5.56, 2.82, -0.54], [4.48, 1.74, 0.32], [2.91, 2.59, 1.97], [2.29, 4.39, 3.55], [3.27, 6.65, 3.29], [4.87, 7.09, 1.45], [5.47, 5.29, -0.13], [-3.42, 4.07, -1.05], [-5.68, 3.53, -0.32], [-6.26, 1.25, 0.47], [-4.48, -0.49, 0.57], [1.49, -2.87, -0.17], [1.53, -4.41, 0.01], [0.30, -4.88, 0.64], [0.15, -4.24, 1.93], [0.06, -2.70, 1.76], [0.19, -2.34, 0.32], [-0.90, -3.00, -0.43], [-0.84, -4.53, -0.21], [1.59, -2.57, -1.21], [2.28, -2.37, 0.39], [2.37, -4.71, 0.63], [1.63, -4.91, -0.96], [1.00, -4.51, 2.56], [-0.75, -4.63, 2.41], [0.86, -2.19, 2.31], [-0.90, -2.31, 2.11], [-0.78, -2.73, -1.48], [-1.84, -2.57, -0.09], [-0.74, -5.06, -1.16], [-1.75, -4.90, 0.27], [1.43, 1.78, 5.90], [0.04, 0.56, 5.55], [-0.40, -0.25, 6.59], [-1.42, -1.16, 6.37], [-2.01, -1.27, 5.11], [-1.57, -0.46, 4.08], [-0.55, 0.45, 4.30], [0.07, 1.66, 2.70], [0.06, -0.17, 7.56], [-1.75, -1.79, 7.18], [-2.81, -1.97, 4.94], [-2.04, -0.52, 3.10]],
  "mulliken_charge": [0.737, -1.682, 0.072, 1.010, -0.762, 0.432, -0.474, -0.095, -1.265, 0.559, 0.103, -0.684, -0.521, -0.541, -0.489, 0.630, -0.786, -0.675, -0.577, -0.278, 0.285, -0.494, 0.416, 0.338, 0.532, 0.493, 0.432, 0.471, 0.318, 0.396, 0.375, 0.395, 0.483, 0.429, 0.446, 0.492, -0.892, -0.860, -0.132, -0.919, -0.039, 0.782, -0.535, -0.834, 0.491, 0.371, 0.326, 0.299, 0.281, 0.356, 0.533, 0.003, 0.480, 0.090, 0.282, 0.360, -0.164, 0.024, -0.434, -0.598, -0.683, -0.359, 0.351, 0.229, 0.410, 0.382, 0.418, 0.464],
  "spin_multiplicity": 5,
  "gap_ev": [7.17, 4.87],
  "de_lowest_kj_mol": 17.7,
  "largest_force_ev_per_a": 0.474,
  "e_homo_ev": [-10.264, -10.753],
  "lumo_ev": [-3.09, -5.89],
  "charge": 1
}


{
  "formula": "C28H30CdCl3IN3O4",
  "method": "ωB97M-V/def2-TZVPD",
  "symbols": ["Cd", "C", "C", "N", "C", "C", "C", "O", "C", "C", "N", "C", "C", "C", "C", "C", "C", "I", "C", "O", "H", "H", "H", "H", "H", "H", "H", "H", "H", "H", "H", "H", "C", "C", "C", "C", "C", "C", "C", "C", "N", "C", "C", "C", "C", "H", "H", "H", "H", "H", "H", "H", "H", "H", "H", "H", "H", "H", "H", "H", "H", "H", "H", "Cl", "C", "Cl", "Cl", "C", "O", "O"],
  "xyz": [[0.44, -0.59, 1.25], [2.73, -2.53, -2.95], [1.43, -3.09, -2.48], [1.10, -4.30, -2.87], [-0.03, -4.92, -2.53], [-0.86, -4.41, -1.58], [-2.05, -5.18, -1.21], [-3.26, -4.66, -1.83], [-0.62, -3.08, -1.16], [-1.62, -2.36, -0.47], [-1.58, -1.02, -0.23], [-2.89, -0.41, -0.38], [-3.99, -0.97, -1.11], [-5.25, -0.43, -1.25], [-5.56, 0.71, -0.56], [-4.49, 1.37, 0.08], [-3.23, 0.82, 0.22], [-1.90, 1.84, 1.53], [0.60, -2.42, -1.47], [1.13, -1.41, -0.86], [2.91, -2.95, -3.95], [3.63, -2.75, -2.34], [2.69, -1.43, -2.98], [-0.30, -5.80, -3.16], [-2.07, -5.35, -0.08], [-1.85, -6.11, -1.77], [-4.03, -5.19, -1.52], [-2.51, -2.97, -0.22], [-3.80, -1.91, -1.65], [-5.98, -1.02, -1.88], [-6.60, 1.08, -0.53], [-4.68, 2.28, 0.60], [0.73, 1.34, -3.56], [0.67, 2.08, -2.25], [0.14, 3.39, -2.10], [0.40, 4.13, -0.97], [-0.04, 5.56, -0.89], [0.98, 3.45, 0.16], [1.37, 2.06, 0.09], [1.23, 1.44, -1.16], [1.71, 1.43, 1.22], [2.72, 1.94, 2.17], [3.87, 2.53, 1.35], [2.01, 2.93, 3.13], [3.35, 0.83, 3.04], [0.66, 0.24, -3.42], [1.69, 1.59, -4.04], [-0.13, 1.70, -4.21], [-0.52, 3.84, -2.87], [0.59, 5.98, -0.08], [-1.12, 5.72, -0.73], [0.27, 6.13, -1.79], [0.99, 4.04, 1.12], [1.83, 0.59, -1.30], [3.43, 3.44, 0.92], [4.13, 1.87, 0.57], [4.74, 2.79, 2.02], [2.04, 3.99, 2.71], [2.56, 3.03, 4.04], [0.97, 2.71, 3.38], [3.89, 0.06, 2.45], [2.55, 0.35, 3.68], [4.05, 1.37, 3.77], [-1.71, -2.49, 5.25], [0.04, -2.19, 5.19], [1.06, -3.69, 5.27], [0.48, -1.21, 6.64], [0.25, -1.44, 3.86], [0.31, -0.18, 3.86], [0.29, -2.17, 2.80]],
  "mulliken_charge": [1.617, -1.171, 0.064, -0.618, -1.163, 1.147, -0.895, -0.467, 0.483, -1.172, 0.019, -0.057, -0.447, -0.644, -0.532, -0.506, 0.036, 0.097, 1.036, -0.956, 0.415, 0.223, 0.233, 0.258, 0.328, 0.367, 0.311, 0.707, 0.337, 0.327, 0.314, 0.421, -1.264, 0.906, -0.916, 0.478, -1.420, 0.421, 0.148, -0.643, -0.031, 1.140, -1.708, -1.527, -1.650, 0.145, 0.256, 0.340, 0.234, 0.400, 0.226, 0.341, -0.078, 0.491, 0.375, 0.372, 0.426, 0.333, 0.531, 0.178, 0.310, 0.224, 0.415, -0.138, 0.617, -0.147, -0.143, 0.406, -0.386, -0.774],
  "gap_ev": 5.49,
  "de_lowest_kj_mol": 0.0,
  "largest_force_ev_per_a": 3.491,
  "e_homo_ev": -3.766,
  "lumo_ev": 1.72,
  "charge": -1
}


Number 2 is which compound?
C28H30CdCl3IN3O4


Number 2 is which compound?
C28H30CdCl3IN3O4